Record 1
ORCA calculation (ωB97M-V/def2-TZVPD) on a single C3H3Br2Cl molecule in a non-equilibrium geometry.

CARTESIAN COORDINATES (ANGSTROEM)
C: -1.302 1.050 -0.356
C: -2.346 1.245 0.459
C: -0.094 0.271 -0.022
Cl: -3.533 2.419 0.221
Br: -0.837 2.466 -1.552
Br: -2.828 -0.039 1.807
H: -0.043 -0.456 -0.883
H: 0.820 0.764 0.033
H: -0.394 -0.243 0.952

LUMO energy, eV: 0.43
Frontier orbital gap, eV: 9.72
SMILES: C/C(Br)=C(/Cl)Br
Max |F|, hartree/bohr: 0.090

---

Record 2
ORCA calculation (ωB97M-V/def2-TZVPD) on a single C3H3Br2F molecule in a non-equilibrium geometry.

CARTESIAN COORDINATES (ANGSTROEM)
C: -1.493 -0.012 0.161
C: -0.332 -0.066 -0.488
C: 1.082 -0.046 0.157
F: 0.931 -0.047 1.468
Br: 2.155 -1.632 -0.341
Br: 2.033 1.647 -0.378
H: -2.483 0.006 -0.263
H: -1.419 0.244 1.188
H: -0.473 -0.095 -1.504

LUMO energy, eV: 0.13
Frontier orbital gap, eV: 10.44
SMILES: C=CC(F)(Br)Br
Max |F|, hartree/bohr: 0.052

---

Record 3
ORCA calculation (ωB97M-V/def2-TZVPD) on a molecular structure, C3H3Br2N in a non-equilibrium geometry.

CARTESIAN COORDINATES (ANGSTROEM)
C: 1.896 -0.060 2.183
C: 0.131 -0.054 -0.063
C: 1.564 -0.055 0.068
N: 2.058 -0.123 3.307
Br: 2.600 1.545 -0.241
Br: 2.606 -1.503 -0.421
H: -0.301 -0.185 -1.012
H: -0.380 0.957 0.014
H: -0.362 -0.782 0.594

LUMO energy (spin up / spin down), eV: -1.02 / -1.02
Frontier orbital gap (spin up / spin down), eV: 9.57 / 9.57
Max |F|, hartree/bohr: 0.101

---

Record 4
ORCA calculation (ωB97M-V/def2-TZVPD) on a single C3H3Br2N molecule in a non-equilibrium geometry.

CARTESIAN COORDINATES (ANGSTROEM)
C: -0.640 0.152 -0.728
C: -1.421 0.213 0.837
C: 1.692 -0.517 -0.387
N: 0.589 -0.341 -0.962
Br: -2.952 1.217 0.969
Br: 2.193 0.034 1.372
H: -0.832 0.794 -1.542
H: -1.137 -0.693 1.389
H: 2.508 -0.860 -0.948

LUMO energy (spin up / spin down), eV: -0.69 / -0.48
Frontier orbital gap (spin up / spin down), eV: 7.78 / 7.68
SMILES: Br/C=N\C=C\Br
Max |F|, hartree/bohr: 0.143

---

Record 5
ORCA calculation (ωB97M-V/def2-TZVPD) on a single C3H3Br2NO2 molecule in a non-equilibrium geometry.

CARTESIAN COORDINATES (ANGSTROEM)
C: 0.340 1.948 0.264
C: -0.970 -0.118 -0.092
C: 0.277 0.709 -0.360
N: 0.364 2.998 0.741
O: -0.832 -0.938 1.023
O: -1.003 -1.005 -1.225
Br: 3.753 -1.450 0.903
Br: 1.924 -0.015 -0.744
H: -1.940 0.458 0.123
H: -0.047 -1.507 1.142
H: -1.864 -1.081 -1.776

LUMO energy (spin up / spin down), eV: -3.70 / -3.69
Frontier orbital gap (spin up / spin down), eV: 5.53 / 5.55
Max |F|, hartree/bohr: 0.054

---

Record 6
ORCA calculation (ωB97M-V/def2-TZVPD) on a molecular structure, C3H3Br3 in a non-equilibrium geometry.

CARTESIAN COORDINATES (ANGSTROEM)
C: -0.804 -0.486 -0.215
C: -1.263 -0.150 0.971
C: 1.890 0.063 -1.037
Br: -1.120 -1.325 2.500
Br: 1.801 1.172 -2.406
Br: 2.303 0.859 0.657
H: -0.122 -1.209 -0.544
H: -1.748 0.760 1.131
H: -0.937 0.317 -1.057

LUMO energy, eV: -1.39
Frontier orbital gap, eV: 7.79
Max |F|, hartree/bohr: 0.073

---

Record 7
ORCA calculation (ωB97M-V/def2-TZVPD) on a molecular structure, C3H3Br9 in a non-equilibrium geometry.

CARTESIAN COORDINATES (ANGSTROEM)
C: -1.311 -10.129 6.676
Br: -0.513 -8.539 7.424
Br: -0.903 -11.706 7.791
Br: -0.766 -10.536 4.844
H: -2.383 -10.011 6.659
C: -5.077 -7.669 7.131
Br: -6.920 -8.218 6.879
Br: -4.097 -7.937 5.436
Br: -4.272 -8.688 8.554
H: -4.958 -6.626 7.377
C: -7.989 -4.617 10.019
Br: -8.419 -2.851 10.684
Br: -6.066 -4.660 9.564
Br: -9.104 -5.053 8.469
H: -8.142 -5.393 10.753

LUMO energy, eV: -0.39
Frontier orbital gap, eV: 9.84
Max |F|, hartree/bohr: 0.022

---

Record 8
ORCA calculation (ωB97M-V/def2-TZVPD) on a single C3H3BrCl2 molecule in a non-equilibrium geometry.

CARTESIAN COORDINATES (ANGSTROEM)
C: 0.142 0.612 0.052
C: -1.212 0.547 -0.084
C: 0.935 -0.637 0.285
Cl: -2.289 1.883 -0.398
Cl: 1.657 -0.972 -1.350
Br: -2.153 -1.018 0.502
H: 0.475 1.638 -0.190
H: 1.883 -0.423 0.811
H: 0.561 -1.631 0.373

LUMO energy, eV: 0.29
Frontier orbital gap, eV: 9.88
SMILES: ClC/C=C(/Cl)Br
Max |F|, hartree/bohr: 0.069

---

The evaluated energy above the lowest of the compared OMol25 structures with the same formula, charge and spin for the records listed, in turn: 0.1735 0.0356 2.9334 3.5839 3.1407 3.8644 0.1912 0.2922 eV.